Entry 1:
{"formula": "C21H31BeF5P2", "method": "ωB97M-V/def2-TZVPD", "symbols": ["P", "P", "C", "C", "H", "H", "H", "H", "C", "H", "H", "H", "C", "H", "H", "H", "C", "H", "H", "H", "C", "H", "H", "H", "Be", "C", "C", "C", "C", "C", "C", "C", "C", "C", "H", "H", "H", "H", "H", "H", "H", "H", "H", "H", "H", "H", "H", "H", "H", "F", "C", "C", "C", "F", "C", "F", "C", "F", "C", "F"], "coordinates": [[0.0176, -3.7328, -0.9588], [0.2827, 0.5367, -1.8219], [-0.3550, -2.1654, -1.8450], [0.7780, -1.1648, -1.5918], [-1.3237, -1.8194, -1.4420], [-0.4731, -2.3777, -2.9242], [1.2101, -1.2329, -0.5776], [1.6041, -1.3465, -2.2997], [-1.2752, 0.6945, -2.7079], [-1.7574, 1.6553, -2.4800], [-1.9698, -0.1159, -2.4549], [-1.0703, 0.6569, -3.7875], [1.5415, 1.2405, -2.9183], [1.3682, 0.8660, -3.9373], [2.5411, 0.9248, -2.5878], [1.4889, 2.3371, -2.9276], [-1.1726, -4.9418, -1.5949], [-1.3282, -5.7104, -0.8279], [-0.7902, -5.4120, -2.5096], [-2.1321, -4.4506, -1.7984], [1.6483, -4.2072, -1.6392], [2.3011, -3.3299, -1.7299], [1.5253, -4.6809, -2.6224], [2.1194, -4.9182, -0.9495], [0.0433, -3.1729, 0.9058], [0.4613, 4.8716, 1.3623], [-0.8147, 5.1203, 1.0394], [-1.7241, 4.1268, 0.3773], [-1.6561, 2.6986, 1.0160], [-1.0526, 1.6623, 0.2043], [0.3024, 1.6800, -0.3033], [0.9886, 3.0449, -0.4100], [1.2040, 3.6147, 1.0116], [0.1125, -4.4542, 1.9890], [1.0616, 5.5972, 1.9257], [-1.2681, 6.0944, 1.2554], [-1.5207, 4.0606, -0.7029], [-2.7589, 4.4755, 0.4846], [-1.1761, 2.7521, 2.0066], [-2.6931, 2.3850, 1.2368], [-1.6527, 0.7550, 0.0499], [0.9485, 1.0503, 0.3544], [0.4196, 3.7126, -1.0684], [1.9775, 2.9115, -0.8755], [0.9929, 2.8241, 1.7501], [2.2800, 3.8249, 1.1218], [0.7031, -4.1318, 2.8577], [0.5587, -5.3645, 1.5723], [-0.9052, -4.6759, 2.3357], [-2.3022, -1.7132, 1.8748], [-1.1116, -1.1305, 2.2125], [0.0661, -1.5733, 1.6458], [1.2158, -0.8683, 1.9484], [2.4175, -1.2017, 1.3715], [1.2138, 0.2287, 2.8302], [2.3568, 0.8961, 3.0953], [0.0186, 0.6234, 3.4280], [-0.0063, 1.6807, 4.2669], [-1.1548, -0.0595, 3.1178], [-2.3240, 0.3492, 3.6462]], "lowdin_charge": [0.911, 0.970, -0.380, -0.354, 0.082, 0.103, 0.059, 0.088, -0.191, 0.061, 0.047, 0.056, -0.197, 0.054, 0.066, 0.053, -0.211, 0.053, 0.053, 0.059, -0.200, 0.045, 0.056, 0.055, 0.056, -0.114, -0.118, -0.190, -0.264, -0.287, -0.456, -0.184, -0.178, -0.204, 0.097, 0.094, 0.095, 0.097, 0.085, 0.109, 0.063, 0.078, 0.107, 0.095, 0.099, 0.111, 0.008, -0.015, 0.009, 0.053, -0.216, -0.063, -0.229, 0.038, -0.149, 0.097, -0.136, 0.108, -0.140, 0.105], "de_lowest_ev": 0.000, "homo_energy_ev": -4.497, "charge": 0}

=====

Entry 2:
{"formula": "C2H12N2O3", "method": "ωB97M-V/def2-TZVPD", "symbols": ["C", "N", "C", "N", "H", "H", "H", "H", "H", "H", "O", "H", "H", "O", "H", "H", "O", "H", "H"], "coordinates": [[2.7686, 0.1018, 2.1977], [1.4227, 0.1812, 1.6747], [0.6660, -0.8186, 1.7249], [0.9927, -2.1125, 2.1458], [3.4213, 0.9769, 2.0420], [3.5018, -0.5813, 1.7508], [2.7179, -0.2357, 3.2745], [-0.3815, -0.6957, 1.3947], [1.9599, -2.3178, 2.3330], [0.3538, -2.8523, 2.3425], [-2.4204, -1.0013, -1.9174], [-1.9400, -1.0181, -2.7589], [-1.9944, -0.3650, -1.3300], [-3.4802, 1.3959, -1.3523], [-3.3916, 1.1132, -2.2695], [-2.9842, 2.2318, -1.3339], [-0.5807, 1.9316, -3.6646], [0.1774, 2.4925, -3.4576], [-0.8090, 1.5733, -2.7964]], "lowdin_charge": [-0.183, -0.051, -0.324, 0.089, 0.065, 0.061, 0.092, 0.112, 0.068, 0.075, -0.069, 0.045, 0.017, -0.067, 0.027, 0.046, -0.059, 0.042, 0.014], "de_lowest_ev": 1.318, "smiles": "C/N=C\\N.O.O.O", "homo_energy_ev": -9.264, "charge": 0}

=====

Entry 3:
{"formula": "C9H8NO2", "method": "ωB97M-V/def2-TZVPD", "symbols": ["C", "C", "C", "C", "C", "C", "C", "C", "C", "N", "O", "O", "H", "H", "H", "H", "H", "H", "H", "H"], "coordinates": [[-1.2126, 2.3764, -0.2237], [-2.1860, 1.3934, 0.0578], [0.0795, 2.0864, -0.1497], [-1.8555, 0.1287, 0.3216], [0.5142, 0.7840, 0.0757], [-0.4865, -0.3419, 0.1541], [1.8159, 0.5357, 0.3495], [2.9781, -0.1202, 0.1663], [-1.0071, -2.6045, -0.2070], [-0.0660, -1.5563, -0.0664], [3.2236, 1.1184, 0.0103], [3.5142, -1.2369, 0.0463], [-1.6126, 3.3083, -0.4057], [-3.1290, 1.7660, 0.2950], [0.9739, 2.7163, -0.1286], [-2.5016, -0.6764, 0.4880], [-1.6271, -2.3461, -1.0185], [-1.5437, -2.6742, 0.7033], [-0.3447, -3.4496, -0.2673], [4.4728, -1.2071, -0.2012]], "lowdin_charge": [0.002, -0.023, -0.011, 0.026, -0.073, -0.196, 0.098, -0.350, -0.082, 0.083, 0.261, 0.317, 0.110, 0.111, 0.144, 0.100, 0.095, 0.088, 0.089, 0.210], "de_lowest_ev": 3.256, "homo_energy_ev": [-12.574, -12.571], "charge": 1}

=====

Entry 4:
{"formula": "C16H22N2O5Zn", "method": "ωB97M-V/def2-TZVPD", "symbols": ["C", "C", "O", "C", "O", "C", "C", "C", "C", "C", "C", "N", "C", "O", "C", "C", "C", "C", "N", "O", "C", "C", "O", "H", "H", "H", "H", "H", "H", "H", "H", "H", "H", "H", "H", "H", "H", "H", "H", "H", "H", "H", "H", "H", "H", "Zn"], "coordinates": [[-0.2247, 1.3076, -5.2410], [0.6722, 0.1851, -4.4968], [1.2059, 0.8167, -3.3030], [1.8575, -0.0967, -2.4425], [2.6075, 0.3900, -1.5519], [1.6915, -1.6795, -2.4482], [0.5892, -2.1363, -1.3525], [-0.7923, -1.3127, -1.4499], [-0.9589, -0.5154, -0.0617], [-1.8033, -0.9519, 1.0518], [-2.6671, -2.2898, 0.9812], [-3.8643, -2.0385, 0.0923], [-1.7449, 0.0055, 2.3545], [-2.7660, 0.2835, 3.0020], [-0.2743, 0.5869, 2.6841], [0.2856, 0.6573, 4.1755], [0.7437, 2.1210, 4.6542], [2.1465, 2.6145, 4.0642], [3.2599, 1.7096, 3.6719], [2.3233, 3.8373, 3.8797], [0.5491, 1.0153, 1.5808], [-0.1209, 0.8451, 0.1281], [-0.0314, 1.7199, -0.7686], [-0.7172, 0.9141, -6.1986], [0.3285, 2.2911, -5.3863], [-1.1064, 1.5253, -4.5188], [-0.0503, -0.6844, -4.2730], [1.4605, -0.1493, -5.2513], [1.5295, -2.1509, -3.4710], [2.6892, -2.1091, -2.0606], [1.0542, -1.9223, -0.3180], [0.4336, -3.2732, -1.3791], [-1.6252, -2.0963, -1.5961], [-0.8358, -0.5565, -2.3064], [-2.1001, -3.1830, 0.5320], [-3.0965, -2.5552, 2.0177], [-3.6349, -2.4884, -0.8033], [-4.0169, -1.0273, -0.0191], [-0.5142, 0.2928, 4.9168], [1.1268, -0.1327, 4.2391], [-0.0510, 2.8564, 4.2933], [0.8522, 2.0808, 5.7898], [2.9068, 0.7492, 3.5016], [3.5091, 2.0481, 2.7179], [1.6056, 1.4126, 1.6917], [-2.4315, 1.0840, -1.3226]], "lowdin_charge": [-0.058, -0.236, -0.052, -0.378, 0.070, -0.071, -0.125, -0.155, -0.140, 0.047, -0.150, 0.029, -0.211, 0.149, -0.035, -0.127, -0.069, -0.423, 0.110, 0.052, 0.131, -0.296, 0.051, 0.103, 0.102, 0.056, 0.115, 0.151, 0.127, 0.152, 0.135, 0.141, 0.122, 0.075, 0.156, 0.153, 0.077, 0.051, 0.137, 0.139, 0.141, 0.145, 0.062, 0.104, 0.135, 1.310], "homo_energy_ev": -14.727, "charge": 2}